Computed, not measured: C46H34Br2Cl2N4O5SV as an isolated structure at a distorted geometry, with ωB97M-V/def2-TZVPD.

Each line ends with the Löwdin charge.
Positions of all 95 atoms, in Å:
V -0.057 0.287 0.440  0.91
C -2.795 5.842 4.648  -0.06
C -2.513 5.090 3.384  -0.28
C -2.582 3.703 3.351  -0.02
C -2.300 3.015 2.184  -0.05
C -1.905 3.711 1.061  -0.27
C -1.865 5.093 1.067  -0.11
C -2.179 5.780 2.224  -0.04
S -1.547 2.871 -0.485  0.59
O -0.227 3.211 -0.932  -0.37
O -2.614 3.288 -1.370  -0.34
N -1.619 1.282 -0.110  -0.20
C -2.832 0.670 0.002  -0.27
C -4.103 1.220 -0.141  -0.03
C -5.232 0.420 0.031  -0.08
C -5.140 -0.915 0.350  -0.06
C -3.876 -1.515 0.502  -0.15
C -3.663 -2.873 0.823  0.00
C -2.370 -3.332 0.936  -0.03
C -1.298 -2.455 0.755  -0.08
N -1.461 -1.171 0.462  0.01
C -2.724 -0.709 0.328  -0.14
H -3.265 5.198 5.385  0.07
H -3.451 6.688 4.453  0.08
H -1.863 6.225 5.061  0.08
H -2.868 3.153 4.238  0.11
H -2.396 1.939 2.149  0.10
H -1.579 5.604 0.163  0.11
H -2.166 6.861 2.227  0.11
H -4.211 2.259 -0.400  0.10
H -6.209 0.870 -0.090  0.10
H -6.028 -1.511 0.501  0.10
H -4.509 -3.531 0.962  0.11
H -2.170 -4.370 1.159  0.11
H -0.275 -2.806 0.829  0.11
Br 1.437 4.802 1.077  0.86
C 2.602 3.384 0.620  -0.57
C 3.917 3.690 0.307  -0.18
C 4.828 2.677 0.114  -0.62
Br 6.624 3.152 -0.328  0.71
C 4.477 1.327 0.286  -0.19
C 5.378 0.246 0.257  -0.04
C 4.911 -1.017 0.520  -0.04
C 3.550 -1.202 0.795  -0.12
N 2.680 -0.217 0.783  0.14
C 3.109 1.026 0.543  -0.13
C 2.108 2.068 0.649  -0.36
O 0.882 1.766 0.808  -0.22
H 4.223 4.723 0.228  0.09
H 6.423 0.424 0.038  0.07
H 5.580 -1.864 0.527  0.10
H 3.157 -2.187 0.996  0.11
Cl -2.427 -3.456 -3.303  0.74
C -2.853 -1.783 -3.370  -0.59
C -4.192 -1.430 -3.342  -0.12
C -4.564 -0.100 -3.299  -0.09
C -3.594 0.889 -3.294  -0.10
C -2.262 0.530 -3.342  -0.54
Cl -1.023 1.735 -3.299  0.84
C -1.847 -0.814 -3.388  -0.29
N -0.497 -1.083 -3.351  0.07
C 0.257 -1.929 -4.131  -0.21
C -0.254 -2.492 -5.302  -0.07
C 0.546 -3.273 -6.112  -0.10
C 1.866 -3.507 -5.770  -0.11
C 2.374 -2.968 -4.600  -0.05
C 1.593 -2.183 -3.767  -0.15
C 2.202 -1.591 -2.523  -0.03
C 1.357 -1.773 -1.235  -0.61
O 1.398 -2.830 -0.625  0.05
O 0.689 -0.742 -0.902  -0.17
H -4.936 -2.209 -3.321  0.10
H -5.609 0.165 -3.241  0.11
H -3.854 1.933 -3.226  0.11
H 0.019 -0.465 -2.729  0.08
H -1.278 -2.297 -5.589  0.10
H 0.140 -3.697 -7.019  0.10
H 2.508 -4.085 -6.417  0.09
H 3.404 -3.159 -4.331  0.11
H 2.377 -0.516 -2.656  0.13
H 3.158 -2.083 -2.336  0.12
C -0.257 0.128 2.593  -0.15
C 1.048 -0.161 3.181  -0.31
C 1.913 0.876 3.560  -0.06
C 3.168 0.612 4.070  -0.09
C 3.582 -0.698 4.251  -0.12
C 2.726 -1.738 3.926  -0.12
C 1.478 -1.475 3.397  -0.07
H -0.585 1.121 2.911  0.05
H -1.003 -0.625 2.879  0.06
H 1.581 1.901 3.452  0.11
H 3.826 1.427 4.340  0.10
H 4.569 -0.909 4.636  0.09
H 3.031 -2.764 4.096  0.10
H 0.815 -2.289 3.140  0.10

Atomic forces in eV per Å
V 0.4372 -1.9323 2.0669
C 0.0380 0.0006 -0.0124
C -0.1111 -0.0929 0.0719
C -0.0207 0.1556 -0.0642
C 0.0506 -0.1878 -0.0160
C -0.0212 -0.4914 -0.3213
C 0.0231 0.0949 -0.0630
C 0.0512 -0.1452 -0.1544
S -0.0454 0.8645 -0.0723
O -0.3740 -0.0047 0.0975
O -0.2343 -0.1454 0.2290
N -0.4252 1.9022 -0.8284
C -1.5160 -0.1900 0.0090
C 0.6055 -0.0486 0.1409
C -0.1891 -0.6275 0.2345
C -0.3179 0.2886 -0.0616
C 0.3841 0.1310 -0.0124
C 0.5608 0.0612 -0.0653
C -0.7181 -0.0421 0.0004
C 0.2687 0.4878 -0.1697
N -1.1477 -1.8621 0.2105
C -0.6531 -0.1005 -0.0738
H -0.0281 -0.0076 0.1244
H -0.0566 0.1050 0.0464
H 0.0183 0.0670 0.1326
H -0.0135 -0.0040 0.0583
H 0.0801 0.0255 0.0703
H 0.0205 0.1882 -0.1114
H 0.0586 0.1162 0.0236
H -0.0565 -0.0194 0.0191
H -0.0477 0.0193 0.0142
H -0.0886 -0.0713 -0.0323
H -0.0609 -0.0577 0.0139
H 0.0420 -0.0136 0.0219
H -0.0245 0.0765 -0.0493
Br 0.2076 0.0698 0.1058
C -0.9548 -0.5513 0.1568
C 0.8264 -0.4808 -0.0958
C 0.0394 0.7320 0.0174
Br -0.0614 -0.0078 0.0180
C -0.4036 -0.0662 0.0307
C -0.1060 -0.4009 0.0131
C 0.3682 0.3774 -0.0770
C -0.3690 0.1567 -0.0552
N 0.0071 -0.5780 0.0457
C 0.4373 0.6533 -0.0670
C 1.4331 0.9279 -0.1958
O 1.4385 2.3558 0.7765
H 0.0033 -0.0002 0.0048
H -0.0428 -0.0080 0.0319
H 0.0285 -0.0685 -0.0017
H -0.0163 -0.0628 0.0613
Cl -0.0808 -0.2230 0.1594
C 0.0610 0.1684 0.0053
C -0.0563 0.0421 -0.0241
C 0.0685 -0.0844 -0.0726
C 0.1356 0.0254 -0.0129
C 0.1015 -0.1854 -0.1023
Cl -0.0367 -0.1603 -0.6855
C -0.2965 0.1855 -0.1182
N 0.3323 0.1537 0.4968
C 0.1435 -0.2177 -0.4424
C 0.0182 0.0902 -0.0123
C 0.0455 -0.0546 -0.0059
C 0.1182 -0.0695 -0.1397
C -0.1550 0.0317 -0.0252
C -0.0817 -0.0593 0.0563
C -0.2229 0.1041 0.3856
C 0.7860 -0.7247 -0.7639
O -0.0093 -0.1049 0.0635
O 0.2826 0.0441 -1.2049
H -0.0918 -0.1443 0.0188
H -0.0672 0.0232 -0.0150
H 0.0137 0.1189 0.0175
H -0.1436 -0.1933 -0.1930
H -0.0179 0.0613 0.0135
H -0.0576 -0.0053 -0.0790
H 0.0282 -0.1381 -0.0531
H 0.0620 0.0196 0.0804
H 0.0185 -0.0933 0.0186
H -0.0454 0.1109 -0.0221
C -0.5299 -0.1882 -0.2068
C 0.1216 -0.0301 0.4762
C -0.1147 -0.0271 0.0826
C 0.0309 -0.0229 0.0275
C 0.2841 -0.0966 0.0053
C -0.0064 -0.0950 0.0722
C -0.0636 0.1310 0.0546
H -0.0647 -0.0705 -0.0845
H 0.0784 0.1408 0.0355
H -0.0282 0.0568 -0.0808
H 0.0302 0.0656 0.0001
H 0.1038 -0.0214 0.0899
H 0.0480 -0.0532 -0.0311
H -0.0659 -0.0985 -0.0312

- total energy (Ha) = -9779.37597
- frontier orbital gap (spin up / spin down) (eV) = 6.6 / 6.8
- total charge = -1
- <S²> = 2.024
- 2S+1 = 3
- F_max (hartree/bohr) = 0.0558



Computed, not measured: a 2-piece molecular cluster, CH3Br2P overall at a distorted geometry, with ωB97M-V/def2-TZVPD.

Each line ends with the natural charge from an NBO analysis.
Positions of all 7 atoms, in Å:
C 0.578 -0.881 0.105  -0.54
P -2.074 0.304 0.199  0.29
Br 1.130 -1.243 -1.646  0.08
Br -1.834 2.225 1.187  -0.21
H 0.431 -1.847 0.715  0.21
H 1.229 -0.078 0.608  0.21
H -2.287 1.008 -1.094  -0.03

Atomic forces in eV per Å
C 0.3648 0.0784 1.8668
P 0.3910 -0.2227 -1.2726
Br -0.0783 0.0257 -0.1023
Br 0.2183 0.5332 0.5364
H -0.0071 1.7797 -1.0258
H -1.3131 -1.2570 -0.8383
H 0.4245 -0.9373 0.8357

- total energy (Ha) = -5529.18116
- frontier orbital gap (spin up / spin down) (eV) = 7.5 / 7.7
- F_max (hartree/bohr) = 0.0399



> Number 2 is which compound?

CH3Br2P